Entry from the OMol25 dataset: a structure of composition C30H39CuN6O4P2S (ωB97M-V/def2-TZVPD).

Values from the calculation:
Energy above the lowest of the compared OMol25 structures with the same formula, charge and spin (kJ/mol): 5.75
HOMO energy (eV): -7.66
Gap between HOMO and LUMO (eV): 6.920

Each line ends with the Mulliken charge.
Atoms and positions in Å:
1 Cu -0.2724 0.3762 -0.8747  0.258
2 C -0.4593 0.8575 3.6952  -1.585
3 P -0.1385 0.1228 2.0332  1.278
4 C 1.6764 -0.2944 2.2357  -0.425
5 N 2.1403 -0.6400 3.4131  -0.364
6 C 3.4309 -1.0560 3.5128  0.119
7 C 3.9373 -1.4793 4.7655  -0.510
8 C 5.2194 -1.9364 4.8567  -0.560
9 C 6.0577 -1.9764 3.7124  -0.536
10 C 5.5930 -1.5660 2.4973  -0.566
11 C 4.2595 -1.1035 2.3768  0.172
12 N 3.7968 -0.6821 1.1697  -0.344
13 C 2.5525 -0.2730 1.0862  0.379
14 P 1.9619 0.3748 -0.5510  1.220
15 C 3.0112 -0.5851 -1.6959  -1.502
16 C 2.7176 2.0984 -0.5739  1.427
17 C 4.2255 2.1309 -0.3340  -1.811
18 C 1.9958 2.9192 0.5053  -1.401
19 C 2.3899 2.6796 -1.9575  -1.425
20 C -0.9248 -1.6001 2.2625  1.880
21 C -0.3057 -2.5556 1.2323  -1.730
22 C -0.7724 -2.1907 3.6669  -1.753
23 C -2.4196 -1.4052 1.9565  -1.453
24 H 0.0893 0.3330 4.4737  0.450
25 H -1.5320 0.8134 3.9019  0.347
26 H -0.1536 1.9073 3.6850  0.357
27 H 3.2813 -1.4398 5.6289  0.441
28 H 5.6054 -2.2764 5.8115  0.394
29 H 7.0751 -2.3378 3.8096  0.403
30 H 6.2149 -1.5813 1.6081  0.444
31 H 4.0479 -0.5979 -1.3702  0.475
32 H 2.9284 -0.1712 -2.7019  0.336
33 H 2.6301 -1.6069 -1.7194  0.448
34 H 4.5091 1.6394 0.5953  0.343
35 H 4.5541 3.1766 -0.2772  0.502
36 H 4.7737 1.6518 -1.1521  0.342
37 H 2.1819 2.5154 1.5070  0.286
38 H 0.9199 2.9206 0.3209  0.008
39 H 2.3550 3.9552 0.4863  0.525
40 H 2.9390 2.1545 -2.7481  0.295
41 H 2.6826 3.7346 -1.9956  0.513
42 H 1.3134 2.6220 -2.1560  0.009
43 H 0.7550 -2.7377 1.4346  0.300
44 H -0.4108 -2.1670 0.2183  0.008
45 H -0.8230 -3.5200 1.2725  0.543
46 H 0.2533 -2.1589 4.0251  0.233
47 H -1.0884 -3.2425 3.6413  0.505
48 H -1.4084 -1.6717 4.3916  0.351
49 H -2.5746 -1.0893 0.9243  -0.081
50 H -2.8649 -0.6629 2.6370  0.244
51 H -2.9523 -2.3513 2.1080  0.509
52 O -2.7453 -2.7366 -5.1256  -0.570
53 C -1.6876 -2.1535 -5.6480  0.391
54 O -1.2719 -2.4086 -6.7559  -0.635
55 C -1.0121 -1.1130 -4.8148  0.213
56 C -0.0345 -0.2951 -5.3081  -0.601
57 N 0.3670 0.4857 -4.2845  -0.265
58 N -0.2953 0.2374 -3.1447  0.110
59 C -1.1353 -0.7421 -3.4466  -0.069
60 C -2.0351 -1.2708 -2.3531  0.919
61 O -2.9473 -2.0493 -2.6815  -0.904
62 O -1.7883 -0.8756 -1.1690  0.101
63 H -2.8799 -2.4554 -4.1673  0.460
64 H 0.3848 -0.2361 -6.3046  0.523
65 H 1.0247 1.2398 -4.3065  0.109
66 N -2.2284 2.9648 1.3108  -0.271
67 C -2.5372 2.4370 0.1073  0.277
68 S -1.4718 2.6367 -1.1938  -0.540
69 N -3.7296 1.8175 0.0855  -0.119
70 C -4.5085 1.2417 -0.9676  0.830
71 C -5.5262 0.3851 -0.5625  -0.450
72 C -6.3778 -0.1865 -1.4946  -0.689
73 C -6.2251 0.0982 -2.8439  -0.553
74 C -5.2159 0.9613 -3.2414  -0.665
75 C -4.3571 1.5404 -2.3160  -0.412
76 H -1.3938 3.5130 1.3751  0.269
77 H -2.8592 2.9452 2.0941  0.169
78 H -4.1372 1.6558 0.9886  0.240
79 H -5.6444 0.1512 0.4943  0.274
80 H -7.1583 -0.8621 -1.1605  0.357
81 H -6.8816 -0.3547 -3.5786  0.395
82 H -5.0838 1.1886 -4.2944  0.395
83 H -3.5826 2.2133 -2.6436  0.410

---

Entry from the OMol25 dataset: a structure of composition C30H39HgN4O2P2S (ωB97M-V/def2-TZVPD).

Values from the calculation:
⟨S²⟩: 0.76
2S+1: 2
HOMO energy (alpha / beta) (eV): -8.13 / -8.27
Gap between HOMO and LUMO (alpha / beta) (eV): 7.617 / 6.070

Each line ends with the Löwdin spin population.
Atoms and positions in Å:
1 Hg 0.8388 1.5975 -1.9919  0.536
2 C 5.2109 -0.4048 5.1123  0.000
3 C 4.8905 0.0680 3.7191  0.001
4 C 5.6002 1.1115 3.1383  0.000
5 C 5.2750 1.5762 1.8697  0.001
6 C 4.2400 0.9766 1.1754  0.005
7 C 3.5266 -0.0826 1.7274  0.001
8 C 3.8607 -0.5310 2.9907  0.000
9 S 3.6993 1.6547 -0.3659  0.026
10 O 3.6223 0.5722 -1.3191  0.023
11 O 4.5348 2.7836 -0.6822  0.002
12 N 2.1757 2.0701 -0.0391  0.168
13 C 1.7668 3.3739 0.1698  0.014
14 C 2.4817 4.3260 0.9130  0.009
15 C 1.9131 5.5621 1.1254  0.001
16 C 0.6485 5.8453 0.6140  0.003
17 C 0.0281 4.8624 -0.1291  0.006
18 N 0.5751 3.6687 -0.3574  0.057
19 H 5.6628 0.3912 5.7029  0.000
20 H 5.9126 -1.2415 5.0864  0.000
21 H 4.3099 -0.7445 5.6226  0.000
22 H 6.4104 1.5768 3.6875  0.000
23 H 5.8109 2.3994 1.4157  0.000
24 H 2.7130 -0.5299 1.1682  0.000
25 H 3.3066 -1.3515 3.4329  0.000
26 H 3.4534 4.0707 1.3096  0.000
27 H 2.4527 6.3089 1.6942  0.000
28 H 0.1749 6.8045 0.7657  0.000
29 H -0.9421 5.0250 -0.5858  0.001
30 C -1.2681 0.6703 1.3879  0.001
31 P -2.1040 1.1874 -0.1631  0.022
32 C -1.8729 -0.1819 -1.4235  0.039
33 N -2.6799 0.0602 -2.4324  0.007
34 C -2.5694 -0.6331 -3.5873  0.004
35 C -3.4009 -0.3186 -4.6893  0.000
36 C -3.2299 -0.9800 -5.8697  0.002
37 C -2.2365 -1.9832 -5.9994  0.001
38 C -1.4343 -2.3104 -4.9466  0.001
39 C -1.5880 -1.6281 -3.7163  0.003
40 N -0.7797 -1.9127 -2.6702  0.010
41 C -0.8721 -1.2329 -1.5539  0.034
42 P 0.3758 -1.6679 -0.2259  0.008
43 C 1.7886 -2.1840 -1.2823  0.004
44 C -0.2854 -3.3521 0.3268  0.000
45 C -1.7242 -3.1737 0.8134  0.000
46 C -0.2382 -4.4373 -0.7463  0.000
47 C 0.5942 -3.7486 1.5187  0.000
48 C -3.9318 0.9492 0.2906  0.003
49 C -4.3625 -0.5142 0.3394  0.001
50 C -4.1611 1.5992 1.6576  0.000
51 C -4.7688 1.7066 -0.7502  0.000
52 H -1.5712 1.3823 2.1562  0.000
53 H -0.1925 0.7638 1.2506  0.000
54 H -1.5045 -0.3415 1.7107  0.000
55 H -4.1428 0.4603 -4.5690  0.000
56 H -3.8465 -0.7333 -6.7242  0.000
57 H -2.1115 -2.4845 -6.9505  0.000
58 H -0.6646 -3.0672 -5.0266  0.000
59 H 1.4495 -2.5854 -2.2344  0.000
60 H 2.3747 -2.9320 -0.7468  0.000
61 H 2.4301 -1.3193 -1.4492  0.003
62 H -2.3865 -2.8612 0.0036  0.000
63 H -1.7793 -2.4330 1.6136  0.000
64 H -2.1011 -4.1195 1.2126  0.000
65 H -0.7001 -4.1068 -1.6754  0.000
66 H -0.7834 -5.3170 -0.3903  0.000
67 H 0.7859 -4.7437 -0.9626  0.000
68 H 0.5054 -3.0157 2.3240  0.000
69 H 1.6481 -3.8128 1.2386  0.000
70 H 0.2873 -4.7242 1.9064  0.000
71 H -3.7629 -1.0839 1.0523  0.000
72 H -4.2893 -0.9890 -0.6389  0.000
73 H -5.4071 -0.5757 0.6611  0.000
74 H -3.7502 0.9971 2.4687  0.000
75 H -5.2362 1.6955 1.8293  0.000
76 H -3.7221 2.5994 1.7059  0.000
77 H -4.5718 1.3373 -1.7524  0.000
78 H -4.5281 2.7720 -0.7305  0.000
79 H -5.8339 1.5844 -0.5309  0.000

---

Ordered maximum force results: 0.7 1.2; unit eV Å⁻¹.